i.
13
Properties=species:S:1:pos:R:3:nbo_charge:R:1 method="wB97M-V/def2-TZVPD" lumo_energy_ev=-0.38 charge=0 mol_weight_g_mol=147.2 homo_energy_ev=-8.783
C 1.70369 1.25908 -0.38748 0.610
C 0.01288 -1.17241 0.67354 -0.587
C -1.06370 -0.03388 0.95920 -0.534
C -0.43963 0.05888 -1.50794 -0.563
N 2.35977 0.44025 0.10722 -0.682
O 0.84433 1.86404 -0.97124 -0.652
S 0.62737 -1.02054 -0.99455 0.710
S -1.79742 0.58415 -0.61626 0.386
H 0.95169 -0.88914 1.10087 0.290
H -0.42629 -2.10126 1.02596 0.242
H -1.76832 -0.41349 1.65793 0.235
H -0.51730 0.84287 1.45328 0.246
H -0.48707 0.58143 -2.50052 0.299

***

ii.
13
Properties=species:S:1:pos:R:3:nbo_charge:R:1 method="wB97M-V/def2-TZVPD" lumo_energy_ev=0.31 charge=0 mol_weight_g_mol=147.2 homo_energy_ev=-9.899 smiles="CSC(=O)[C@@H](S)C#N"
C 0.87297 -1.01691 -2.15252 -0.737
S -0.57513 -0.42074 -1.25873 0.284
C 0.20853 -0.06066 0.26656 0.388
O 1.39474 -0.22327 0.46513 -0.563
C -0.68326 0.43395 1.41303 -0.533
S 0.03177 1.92193 2.21495 0.031
C -2.06793 0.74590 1.01810 0.257
N -3.15850 0.96640 0.71280 -0.271
H 0.55422 -1.27247 -3.17396 0.237
H 1.28504 -1.85291 -1.66006 0.234
H 1.60979 -0.21584 -2.23349 0.238
H -0.73749 -0.39028 2.13835 0.280
H 1.26524 1.38491 2.24984 0.155

***

Most stable structure, least stable structure: ii, i.

***

i.
79
Properties=species:S:1:pos:R:3:lowdin_spin:R:1 method="wB97M-V/def2-TZVPD" lumo_energy_ev="-3.46 / -3.05" spin_multiplicity=3 charge=+1 mol_weight_g_mol=766.5 homo_energy_ev="-10.129 / -10.877"
W 1.35286 -0.09138 1.06087 1.593
N 2.34258 -0.25754 4.97373 0.001
C 2.24728 1.19625 4.94473 0.000
C 2.33436 1.81928 3.55783 0.001
N 1.21944 1.61091 2.56520 0.003
C -0.12515 1.46965 3.17945 0.007
C -0.36793 0.04022 3.64926 0.003
N -0.00653 -0.95186 2.58440 0.031
C 1.24326 2.76723 1.62023 0.003
C 2.52139 2.76153 0.79488 0.003
N 2.77515 1.39848 0.22182 0.031
H 2.50707 -0.57365 5.92173 0.000
H 3.11337 -0.57799 4.40103 0.000
H 3.05711 1.68927 5.49607 0.000
H 1.32332 1.50161 5.44436 0.000
H 3.26061 1.48930 3.08754 0.000
H 2.39932 2.89992 3.72035 0.000
H -0.84843 1.74626 2.41307 0.000
H -0.25388 2.16805 4.01113 0.001
H -1.41366 -0.07755 3.93171 0.000
H 0.25972 -0.19138 4.50158 0.000
H -0.84851 -1.30761 2.14126 0.006
H 0.45682 -1.74935 3.01572 0.005
H 1.15731 3.70969 2.16940 0.000
H 0.38266 2.67846 0.95647 0.000
H 3.38437 3.05577 1.38842 0.000
H 2.40903 3.48124 -0.01163 0.000
H 3.73279 1.12741 0.44242 0.004
H 2.69261 1.42878 -0.79235 0.007
C -2.96194 1.69282 -5.77970 0.000
C -3.55642 0.82643 -4.66976 0.000
C -4.90893 1.42355 -4.25616 0.000
C -3.76878 -0.59165 -5.21800 0.000
C -2.64252 0.75808 -3.45019 0.000
C -1.43890 1.42663 -3.37116 0.000
C -0.65619 1.30933 -2.23358 0.003
Br 0.93496 2.34834 -2.27472 0.000
C -1.00168 0.53268 -1.12826 0.007
O -0.16665 0.44667 -0.05780 0.100
C -2.25726 -0.13434 -1.18683 0.001
C -3.01422 0.00264 -2.34066 0.000
C -2.82406 -0.98137 -0.03976 0.000
C -2.92562 -0.11628 1.22479 0.000
C -1.95942 -2.23038 0.16785 0.000
C -4.24445 -1.48611 -0.31859 0.000
H -3.64452 1.70941 -6.62985 0.000
H -2.00623 1.29963 -6.13165 0.000
H -2.81660 2.72473 -5.45390 0.000
H -5.57241 1.47552 -5.12099 0.000
H -4.78373 2.43322 -3.86088 0.000
H -5.40313 0.81936 -3.49413 0.000
H -4.42064 -0.55868 -6.09258 0.000
H -4.23547 -1.24534 -4.47980 0.000
H -2.81941 -1.03993 -5.51600 0.000
H -1.08657 2.04956 -4.17929 0.000
H -3.96193 -0.50986 -2.38690 0.000
H -1.99035 0.38742 1.44382 0.000
H -3.22641 -0.72561 2.08281 0.000
H -3.68553 0.65477 1.08778 0.000
H -0.90277 -2.00666 0.27836 0.000
H -2.04215 -2.88888 -0.69776 0.000
H -2.30216 -2.79480 1.04087 0.000
H -4.94643 -0.66776 -0.48438 0.000
H -4.58987 -2.04672 0.55194 0.000
H -4.28106 -2.16147 -1.17382 0.000
O 4.95463 -0.05260 2.02422 0.004
C 4.10740 -0.84528 1.66706 0.012
O 2.86138 -0.75854 2.14080 0.051
C 4.37346 -1.94899 0.71303 0.005
C 5.69089 -2.41280 0.66146 0.002
C 6.04250 -3.46411 -0.15919 0.007
C 5.07054 -4.05699 -0.95684 0.001
C 3.76849 -3.59385 -0.93347 0.008
C 3.39850 -2.53500 -0.10246 0.012
S 1.69714 -2.05254 -0.22810 0.088
H 6.42522 -1.92762 1.29010 0.000
H 7.06302 -3.82022 -0.18066 0.000
H 5.32913 -4.88149 -1.60804 0.000
H 3.01881 -4.04588 -1.56966 0.000

***

ii.
79
Properties=species:S:1:pos:R:3:lowdin_spin:R:1 method="wB97M-V/def2-TZVPD" lumo_energy_ev="-2.24 / -2.81" spin_multiplicity=3 charge=+1 mol_weight_g_mol=766.5 homo_energy_ev="-9.753 / -10.386"
W -0.78618 1.89006 -0.24634 1.613
N -0.23867 3.06742 -1.96814 0.019
C -0.03816 4.48557 -1.60394 0.008
C 0.82834 4.60837 -0.32949 0.003
N 1.09153 3.28955 0.31020 0.009
C 2.47718 2.77573 0.01412 0.002
C 3.14977 3.11339 -1.31315 0.000
N 2.48404 2.60710 -2.51519 0.000
C 1.01279 3.38576 1.79157 0.010
C -0.37312 3.83098 2.26493 0.002
N -1.37001 3.51539 1.22372 0.018
H 0.64790 2.73456 -2.38993 0.006
H -0.99388 2.97988 -2.64445 0.004
H -1.02257 4.92427 -1.44475 0.000
H 0.42771 5.02318 -2.43051 0.000
H 0.32664 5.25438 0.38783 0.000
H 1.77036 5.10589 -0.54822 0.000
H 2.43251 1.69807 0.15524 0.000
H 3.14275 3.18388 0.78121 0.000
H 4.16610 2.71770 -1.20604 0.000
H 3.26863 4.19121 -1.42512 0.000
H 2.60413 1.60371 -2.59007 0.000
H 2.91133 3.01256 -3.33973 0.000
H 1.77762 4.07354 2.16613 0.002
H 1.24706 2.39060 2.17279 0.002
H -0.39593 4.89496 2.49813 0.000
H -0.62783 3.29684 3.17772 0.000
H -1.59185 4.32945 0.65832 0.005
H -2.28926 3.25517 1.59529 0.003
C 1.12807 -5.59576 2.06241 0.000
C 0.20909 -4.51577 2.63264 0.000
C 0.59178 -4.27492 4.09960 0.000
C -1.23897 -5.01942 2.55751 0.000
C 0.32690 -3.20073 1.86644 0.001
C -0.45128 -2.10806 2.24331 0.001
C -0.31046 -0.93864 1.54369 0.008
Br -1.47056 0.50887 2.00186 0.018
C 0.56353 -0.72323 0.47224 0.009
O 0.65397 0.51810 -0.07335 0.078
C 1.30787 -1.83281 0.05172 0.001
C 1.16229 -3.02262 0.77803 0.000
C 2.21525 -1.92012 -1.18464 0.000
C 2.41628 -0.59738 -1.91772 0.000
C 3.60826 -2.42699 -0.78135 0.000
C 1.57030 -2.90084 -2.17751 0.000
H 1.01459 -6.50935 2.64683 0.000
H 2.17844 -5.30149 2.11099 0.000
H 0.87903 -5.83479 1.02662 0.000
H 0.50938 -5.20450 4.66526 0.000
H -0.06216 -3.54003 4.57160 0.000
H 1.61942 -3.91585 4.17986 0.000
H -1.33481 -5.96145 3.09988 0.000
H -1.53906 -5.18846 1.52196 0.000
H -1.93909 -4.30981 3.00070 0.000
H -1.16333 -2.17261 3.05472 0.000
H 1.74046 -3.87075 0.44461 0.000
H 2.91372 0.12501 -1.26830 0.000
H 1.46910 -0.18232 -2.26299 0.000
H 3.05911 -0.77794 -2.78302 0.000
H 4.07160 -1.75518 -0.05567 0.000
H 4.24983 -2.47120 -1.66364 0.000
H 3.58472 -3.42510 -0.34707 0.000
H 0.58101 -2.54857 -2.47614 0.000
H 1.45899 -3.89588 -1.74703 0.000
H 2.19110 -2.98895 -3.07143 0.000
O -4.11194 2.61580 0.75483 0.004
C -3.66178 2.18349 -0.28868 0.012
O -2.55469 2.68761 -0.83773 0.058
C -4.25259 1.07851 -1.07513 0.010
C -5.63796 0.97435 -1.15329 -0.001
C -6.22370 0.00540 -1.94680 0.011
C -5.41297 -0.87586 -2.65101 -0.002
C -4.03394 -0.80217 -2.54929 0.011
C -3.43060 0.17384 -1.75763 0.005
S -1.67318 0.04359 -1.56270 0.071
H -6.24054 1.67637 -0.59181 0.000
H -7.30027 -0.06400 -2.01796 0.001
H -5.85782 -1.63940 -3.27575 0.000
H -3.41136 -1.51710 -3.07178 0.000

***

Most stable structure, least stable structure: i, ii.

***

i.
10
Properties=species:S:1:pos:R:3:nbo_charge:R:1 method="wB97M-V/def2-TZVPD" lumo_energy_ev=0.68 charge=0 mol_weight_g_mol=114.0 homo_energy_ev=-9.089 smiles="C=C(N)Cl.Cl"
C -0.56152 0.38628 -1.07462 -0.533
C -0.38499 -0.16128 0.12526 0.261
N -0.90619 -0.04612 1.40475 -0.843
Cl 0.71885 -1.63613 0.02673 -0.083
H -1.18128 1.21571 -1.13853 0.213
H -0.08080 -0.11221 -1.80969 0.231
H -0.79883 -0.89097 1.91204 0.421
H -1.63688 0.60036 1.26720 0.406
Cl 2.73382 0.90284 -0.46265 -0.337
H 2.09782 -0.25848 -0.25048 0.263

***

ii.
10
Properties=species:S:1:pos:R:3:nbo_charge:R:1 method="wB97M-V/def2-TZVPD" lumo_energy_ev=-0.80 charge=0 mol_weight_g_mol=114.0 homo_energy_ev=-8.342
C -0.66857 0.93526 -0.42829 -0.724
C 0.10085 -0.31329 -0.24516 0.454
N -0.06160 -1.26433 0.67009 -0.714
Cl 1.02104 -0.86831 -1.63267 0.094
Cl 2.32563 0.85051 0.93718 -0.770
H -1.68757 0.72038 -0.76511 0.250
H -0.89351 1.55115 0.38756 0.272
H -0.22142 1.66485 -1.15470 0.282
H 0.53658 -2.07071 0.62225 0.424
H -0.45144 -1.20550 1.60885 0.433

***

Most stable structure, least stable structure: ii, i.

***

i.
12
Properties=species:S:1:pos:R:3:nbo_charge:R:1 method="wB97M-V/def2-TZVPD" lumo_energy_ev=-6.27 charge=+1 mol_weight_g_mol=100.2 homo_energy_ev=-15.270
C -1.41829 -0.42962 0.32543 0.165
C -0.44829 -1.38918 -0.38392 -0.501
C 1.36040 1.35759 0.88399 -0.409
C 0.07651 -0.01963 -0.87463 -0.153
N -0.82651 0.72692 -0.04050 -0.410
S 1.83327 0.69742 -0.49419 0.684
H -2.42205 -0.41855 0.70258 0.237
H 0.28751 -2.04437 0.15346 0.268
H -0.78658 -2.19825 -1.11412 0.276
H 0.37983 1.40797 1.43129 0.307
H 2.07187 2.21846 1.31875 0.285
H -0.10767 0.09124 -1.90815 0.252

***

ii.
12
Properties=species:S:1:pos:R:3:nbo_charge:R:1 method="wB97M-V/def2-TZVPD" lumo_energy_ev=-6.16 charge=+1 mol_weight_g_mol=100.2 homo_energy_ev=-13.764
C -0.76644 -0.21663 0.85561 0.752
C 0.77156 0.44944 -0.82766 0.024
C -1.88865 -0.18276 1.73297 -0.751
C 1.89771 -0.19083 -1.44038 -0.695
N 0.19830 -0.16324 0.21352 -0.311
S -0.29637 1.58763 -1.30634 0.202
H -2.01107 0.88042 1.60327 0.306
H -1.61779 -0.42678 2.73939 0.314
H -2.80029 -0.85356 1.34502 0.332
H 2.05207 -1.12486 -1.01044 0.248
H 2.81609 0.44953 -1.38352 0.292
H 1.64489 -0.20837 -2.52144 0.288

***

Most stable structure, least stable structure: ii, i.